[1]
Computed, not measured: a structure of composition C24H59BrCuN2O14P3, with ωB97M-V/def2-TZVPD.

Element x y z (Å)
Cu 0.380 0.856 -0.068
Br 2.200 2.935 0.336
C -3.953 -2.420 0.744
O -4.496 -1.380 0.437
N -2.626 -2.674 0.754
C -2.077 -3.795 1.471
C -1.683 -1.737 0.141
H -4.540 -3.306 1.052
H -1.398 -4.357 0.826
H -2.858 -4.446 1.856
H -1.489 -3.449 2.328
H -2.045 -0.859 -0.378
H -0.980 -1.521 0.954
H -1.078 -2.283 -0.594
C 1.829 0.024 2.839
O 0.772 0.057 2.221
N 2.003 -0.730 3.935
C 3.314 -0.910 4.560
C 0.928 -1.582 4.426
H 2.726 0.590 2.551
H 4.132 -0.411 4.047
H 3.524 -1.978 4.466
H 3.303 -0.654 5.617
H 1.187 -2.010 5.394
H -0.011 -1.048 4.531
H 0.837 -2.430 3.743
C 1.868 -1.282 -3.932
C 3.317 -1.031 -3.513
O 3.648 -1.913 -2.417
P 3.382 -1.464 -0.914
O 2.108 -0.729 -0.783
O 3.448 -2.874 -0.153
C 2.582 -3.193 0.950
C 3.422 -3.683 2.098
O 4.665 -0.700 -0.442
C 5.926 -1.317 -0.109
C 6.566 -2.091 -1.223
H 1.210 -0.556 -3.464
H 1.779 -1.140 -5.012
H 1.601 -2.306 -3.690
H 3.981 -1.264 -4.346
H 3.571 -0.018 -3.193
H 2.023 -2.307 1.261
H 1.938 -3.974 0.544
H 4.099 -2.921 2.494
H 2.849 -4.062 2.946
H 4.093 -4.490 1.790
H 6.542 -0.509 0.272
H 5.734 -2.038 0.691
H 5.983 -2.972 -1.486
H 6.713 -1.483 -2.116
H 7.533 -2.416 -0.831
C -2.082 4.774 -0.330
C -3.274 4.601 0.608
O -3.542 3.191 0.832
P -2.507 2.273 1.601
O -1.567 1.477 0.783
O -1.788 3.151 2.727
C -0.362 3.218 2.797
C 0.123 3.869 4.098
O -3.473 1.354 2.490
C -2.989 0.250 3.237
C -2.577 0.661 4.637
H -2.171 5.742 -0.821
H -1.175 4.667 0.266
H -2.097 3.997 -1.091
H -3.186 5.069 1.587
H -4.178 4.957 0.112
H 0.123 2.256 2.644
H 0.007 3.899 2.027
H 0.003 3.254 4.996
H 1.179 4.079 3.954
H -0.504 4.732 4.333
H -3.780 -0.507 3.262
H -2.184 -0.247 2.682
H -1.562 1.060 4.570
H -3.243 1.396 5.081
H -2.519 -0.210 5.295
C -2.692 -1.989 -4.210
C -2.257 -0.821 -5.091
O -1.224 -0.058 -4.477
P -1.459 1.031 -3.336
O -0.916 0.653 -2.026
O -0.774 2.316 -3.988
C 0.652 2.519 -3.787
C 1.290 2.538 -5.175
O -3.014 1.357 -3.424
C -3.794 1.634 -2.246
C -4.853 0.567 -2.064
H -3.141 -2.764 -4.837
H -1.905 -2.491 -3.647
H -3.427 -1.662 -3.471
H -1.858 -1.286 -5.994
H -3.119 -0.206 -5.341
H 0.780 3.392 -3.154
H 1.053 1.658 -3.248
H 0.968 1.733 -5.831
H 1.016 3.485 -5.648
H 2.381 2.511 -5.116
H -3.183 1.656 -1.340
H -4.178 2.647 -2.360
H -4.465 -0.442 -1.951
H -5.560 0.780 -1.264
H -5.480 0.528 -2.964

HOMO = -6.94 eV
Electronic energy = -7351.65984 hartree
2S+1 = 1

***

[2]
Computed, not measured: a structure of composition C24H59Cl2CrO6Si5Te, with ωB97M-V/def2-TZVPD.

Element x y z (Å)
Cr 1.365 -1.268 0.863
Cl 4.481 -0.406 0.163
C 3.270 -0.691 1.504
Cl 0.315 0.141 2.413
H 3.269 0.222 2.096
H 3.718 -1.489 2.098
C -0.426 -6.380 -1.046
C -1.046 -5.077 -1.538
C -0.095 -4.362 -2.495
C -2.381 -5.374 -2.218
O -1.271 -4.291 -0.371
Si -1.623 -2.687 -0.183
O -0.364 -1.776 0.119
O -2.454 -2.286 -1.554
C -2.909 -1.021 -2.028
C -4.214 -1.298 -2.767
C -1.864 -0.475 -2.993
C -3.163 -0.055 -0.874
O -2.764 -2.611 1.008
C -2.819 -3.274 2.269
C -1.428 -3.512 2.842
C -3.611 -2.351 3.189
C -3.553 -4.599 2.081
H -0.227 -7.057 -1.880
H -1.106 -6.873 -0.348
H 0.510 -6.180 -0.526
H 0.178 -5.021 -3.323
H 0.811 -4.052 -1.973
H -0.570 -3.469 -2.906
H -2.229 -5.991 -3.108
H -2.868 -4.445 -2.508
H -3.036 -5.913 -1.530
H -4.046 -2.029 -3.560
H -4.613 -0.384 -3.213
H -4.953 -1.703 -2.074
H -1.755 -1.151 -3.844
H -0.904 -0.391 -2.490
H -2.151 0.512 -3.367
H -3.862 -0.498 -0.164
H -3.585 0.881 -1.251
H -2.237 0.170 -0.344
H -0.892 -2.569 2.950
H -0.840 -4.160 2.190
H -1.501 -3.991 3.822
H -3.081 -1.404 3.302
H -3.743 -2.801 4.176
H -4.594 -2.151 2.758
H -2.997 -5.239 1.395
H -4.546 -4.420 1.662
H -3.664 -5.117 3.038
C 1.248 3.440 3.618
Si 0.369 3.978 2.055
C -1.408 3.389 2.028
C 0.368 5.867 2.027
Si 1.505 3.313 0.099
Te 0.930 0.949 -0.546
Si 3.828 3.694 0.158
C 4.591 3.038 -1.423
C 4.623 2.887 1.648
C 4.149 5.550 0.265
Si 0.507 4.361 -1.761
C -1.358 4.141 -1.660
C 1.130 3.599 -3.363
C 0.896 6.204 -1.834
H 0.654 3.745 4.485
H 2.228 3.914 3.702
H 1.375 2.358 3.650
H -1.912 3.693 2.952
H -1.456 2.302 1.959
H -1.958 3.815 1.187
H -0.105 6.239 2.941
H -0.195 6.261 1.178
H 1.380 6.277 1.984
H 4.369 1.975 -1.537
H 5.679 3.148 -1.389
H 4.222 3.570 -2.303
H 4.451 1.810 1.643
H 4.244 3.297 2.585
H 5.705 3.048 1.619
H 3.758 6.088 -0.600
H 5.227 5.730 0.313
H 3.700 5.986 1.162
H -1.626 3.114 -1.400
H -1.817 4.375 -2.626
H -1.792 4.806 -0.911
H 1.053 2.510 -3.359
H 2.174 3.863 -3.549
H 0.533 3.971 -4.201
H 0.613 6.724 -0.916
H 0.347 6.664 -2.662
H 1.959 6.381 -2.004
C 2.813 -4.864 0.747
C 2.195 -3.498 0.774
O 2.289 -2.736 -0.229
O 1.627 -3.060 1.816
H 3.871 -4.755 0.997
H 2.748 -5.285 -0.253
H 2.341 -5.514 1.480

HOMO (alpha / beta) = -5.54 / -5.42 eV
Net charge = -1
Electronic energy = -5082.16324 hartree
Expectation value of S² = 6.0483
2S+1 = 5
ΔE to the lowest compared entry with this formula, charge and spin = 0.000 eV

***

[3]
Computed, not measured: a cluster of 3 separate species, C24H59I2N7O3P2Si in total, with ωB97M-V/def2-TZVPD.

Element x y z (Å)
C -4.090 -5.219 -2.020
C -4.112 -4.329 -1.065
Si -3.958 -3.300 0.547
C -3.123 -4.299 1.993
C -3.304 -5.901 1.842
C -3.745 -6.648 3.212
C -2.507 -7.118 4.133
C -2.874 -8.503 4.890
N -4.309 -8.642 5.295
O -3.013 -1.877 0.120
C -3.132 -1.611 -1.320
C -2.609 -0.081 -1.586
C -5.690 -2.761 1.256
I -6.805 -4.493 1.964
C -6.505 -1.773 0.276
C -7.252 -2.491 -0.955
I -7.788 -0.516 1.522
H -3.946 -5.872 -2.945
H -3.614 -3.926 2.980
H -2.008 -3.980 2.079
H -2.369 -6.360 1.356
H -4.171 -6.080 1.086
H -4.291 -7.621 2.881
H -4.462 -6.040 3.867
H -1.547 -7.325 3.510
H -2.185 -6.331 4.926
H -2.615 -9.358 4.144
H -2.246 -8.684 5.851
H -4.713 -7.748 5.616
H -4.833 -8.994 4.481
H -4.233 -1.625 -1.678
H -2.447 -2.288 -1.960
H -1.954 0.279 -0.717
H -3.528 0.614 -1.714
H -2.033 -0.047 -2.593
H -5.427 -2.134 2.202
H -5.717 -1.057 -0.193
H -6.529 -2.667 -1.826
H -7.796 -3.464 -0.695
H -8.078 -1.751 -1.309
C 4.958 -0.690 -0.483
N 3.799 -0.042 -1.057
C 4.016 1.376 -1.322
P 2.218 -0.652 -1.257
O 2.253 -0.405 -2.778
N 2.267 -2.366 -1.424
C 3.282 -3.251 -0.882
C 1.756 -2.941 -2.669
N 2.120 -0.922 0.497
C 0.812 -1.512 0.878
C 2.256 0.284 1.337
H 4.757 -1.118 0.504
H 5.795 0.000 -0.332
H 5.337 -1.473 -1.144
H 3.762 1.988 -0.450
H 3.400 1.727 -2.156
H 5.051 1.596 -1.601
H 4.170 -3.287 -1.523
H 2.898 -4.273 -0.801
H 3.583 -2.985 0.130
H 2.494 -2.860 -3.477
H 0.835 -2.443 -2.979
H 1.502 -3.999 -2.544
H -0.014 -0.839 0.624
H 0.777 -1.723 1.951
H 0.626 -2.467 0.382
H 1.585 1.082 1.001
H 3.278 0.665 1.341
H 2.034 0.062 2.385
C 4.454 7.973 0.108
N 4.385 6.953 -0.916
C 5.665 6.725 -1.574
P 3.011 6.170 -1.562
O 3.551 4.777 -1.189
N 1.756 6.125 -0.384
C 1.564 7.070 0.702
C 1.276 4.810 0.045
N 2.363 7.751 -2.053
C 1.044 7.607 -2.718
C 3.192 8.511 -3.008
H 3.790 8.819 -0.093
H 5.454 8.409 0.202
H 4.220 7.557 1.091
H 5.796 7.391 -2.434
H 5.748 5.697 -1.944
H 6.514 6.870 -0.899
H 2.206 6.837 1.558
H 0.528 7.044 1.056
H 1.730 8.104 0.401
H 1.955 4.359 0.779
H 1.175 4.135 -0.807
H 0.281 4.878 0.497
H 1.125 7.010 -3.633
H 0.627 8.586 -2.972
H 0.304 7.129 -2.073
H 3.480 7.895 -3.867
H 4.097 8.904 -2.542
H 2.661 9.394 -3.378

HOMO = -7.55 eV
Electronic energy = -3126.13223 hartree
2S+1 = 1
ΔE to the lowest compared entry with this formula, charge and spin = 6.777 eV

***

[4]
Computed, not measured: a cluster of 5 separate species, C24H59N2O14P3 in total, with ωB97M-V/def2-TZVPD.

Element x y z (Å)
C 7.852 1.015 -5.247
C 8.387 1.930 -4.141
O 8.832 3.103 -4.797
P 10.332 3.248 -5.379
O 11.343 2.370 -4.735
O 10.542 4.894 -5.395
C 10.524 5.578 -4.170
C 10.915 7.026 -4.308
O 10.032 3.047 -6.987
C 9.176 3.909 -7.639
C 9.914 4.864 -8.626
H 8.735 0.807 -5.850
H 7.493 0.158 -4.678
H 7.050 1.414 -5.868
H 7.654 2.237 -3.394
H 9.208 1.548 -3.535
H 9.532 5.427 -3.743
H 11.239 5.025 -3.562
H 10.200 7.671 -4.818
H 10.967 7.441 -3.301
H 11.838 7.150 -4.874
H 8.463 3.368 -8.262
H 8.571 4.496 -6.947
H 9.238 5.160 -9.428
H 10.280 5.826 -8.266
H 10.669 4.291 -9.164
C -2.595 4.027 -1.732
C -3.192 3.823 -0.372
O -3.108 4.987 0.402
P -3.387 4.940 2.000
O -4.079 6.174 2.450
O -4.171 3.458 2.270
C -4.512 3.100 3.576
C -3.292 2.583 4.397
O -1.869 4.744 2.651
C -0.925 5.836 2.812
C -0.781 6.035 4.312
H -3.102 4.757 -2.364
H -1.542 4.306 -1.730
H -2.690 3.043 -2.190
H -4.235 3.541 -0.517
H -2.618 3.058 0.150
H -4.967 3.971 4.049
H -5.324 2.373 3.566
H -2.765 1.689 4.063
H -2.503 3.291 4.653
H -3.747 2.302 5.346
H -0.124 5.312 2.291
H -1.289 6.758 2.359
H -1.708 6.113 4.879
H -0.315 5.196 4.828
H -0.116 6.872 4.527
C -9.531 -7.067 1.026
C -8.977 -6.709 2.476
O -8.805 -5.342 2.563
P -7.351 -4.600 2.631
O -6.449 -4.876 1.445
O -7.722 -3.032 2.828
C -8.670 -2.478 1.924
C -9.934 -2.067 2.739
O -6.812 -4.879 4.102
C -5.598 -4.312 4.553
C -5.060 -5.202 5.717
H -10.464 -7.621 1.128
H -9.880 -6.189 0.483
H -8.893 -7.698 0.408
H -9.703 -6.970 3.246
H -8.064 -7.268 2.681
H -8.261 -1.533 1.568
H -8.939 -3.119 1.085
H -10.514 -2.858 3.213
H -9.776 -1.337 3.533
H -10.677 -1.586 2.102
H -4.893 -4.306 3.722
H -5.828 -3.278 4.810
H -5.835 -5.600 6.372
H -4.600 -6.072 5.250
H -4.371 -4.592 6.301
C 2.815 -7.569 0.238
N 1.715 -7.180 1.098
C 0.390 -7.816 0.854
C 1.811 -6.250 2.100
O 0.911 -5.814 2.776
H 2.591 -7.609 -0.828
H 3.148 -8.557 0.555
H 3.661 -6.885 0.181
H 0.063 -7.656 -0.173
H 0.430 -8.892 1.021
H -0.358 -7.370 1.510
H 2.837 -5.849 2.083
C -0.532 -1.342 0.757
N 0.524 -0.500 0.215
C 0.996 -0.830 -1.092
C 1.105 0.568 0.833
O 2.047 1.204 0.385
H -0.369 -1.349 1.835
H -0.486 -2.376 0.416
H -1.473 -0.872 0.470
H 0.906 -1.869 -1.407
H 0.270 -0.423 -1.797
H 1.910 -0.278 -1.310
H 0.667 0.812 1.813

HOMO = -9.19 eV
Electronic energy = -3136.99568 hartree
2S+1 = 1
ΔE to the lowest compared entry with this formula, charge and spin = 2.671 eV

***

Q: Which value of 2S+1 does entry 2 give?
A: 5

***

Q: electronic energy of number 2 (C24H59Cl2CrO6Si5Te)?
A: -5082.16324 hartree